No. 1
{"formula": "C5H11NOPS", "method": "the ωB97M-V functional and the def2-TZVPD basis", "species": ["C", "H", "C", "H", "P", "N", "H", "C", "H", "O", "H", "H", "H", "H", "H", "H", "C", "S", "C", "H"], "positions_angstrom": [[-0.8428, -0.2422, 0.1115], [-2.6059, -0.8210, -1.1429], [1.0884, -0.7896, 1.5440], [-0.6862, 2.0114, 1.1279], [-0.5047, -0.1305, -2.9123], [0.2389, 0.3174, 0.7636], [1.9931, -0.3783, 1.9272], [1.1581, 0.8976, -0.2149], [2.0085, 1.2743, 0.2098], [-1.8807, -0.6098, -3.5398], [0.6851, 1.5214, 2.3338], [0.3685, -1.2380, 2.2267], [0.7276, 1.5319, -0.8806], [1.4440, -1.5341, 0.9192], [-0.9568, 0.8588, 2.5380], [-1.9569, -1.6891, -3.1423], [-1.8147, -0.5179, -0.5153], [0.3354, -1.8098, -2.3509], [-0.2291, 1.3016, 1.7997], [1.4302, 0.0461, -0.8023]], "forces_ev_per_a": [[-0.7, 0.2, 0.2], [-0.6, -0.1, 0.0], [-2.2, 0.9, 0.1], [-0.1, 1.1, 0.8], [1.2, -1.3, -0.5], [1.4, -2.1, 2.1], [0.1, 1.0, 0.8], [0.1, -2.5, -0.4], [1.9, 1.2, 1.5], [-1.0, -4.0, 1.8], [-0.1, 1.0, 0.0], [0.4, 0.2, 0.4], [-1.6, 2.2, -1.4], [0.1, -1.4, -1.9], [0.7, 0.2, -1.2], [0.3, 4.0, -2.1], [-0.1, 0.0, 0.6], [0.1, 0.8, -0.5], [-0.5, -0.9, 0.1], [0.5, -0.5, -0.5]], "nbo_charge": [0.11, 0.27, -0.37, 0.24, 1.03, -0.26, 0.24, -0.42, 0.23, -0.99, 0.23, 0.24, 0.24, 0.24, 0.25, 0.52, -0.13, -0.54, -0.38, 0.25], "total_charge": 1, "total_energy_ev": -29014.3694, "multiplicity": 1, "e_above_lowest_kj_mol": 198.58, "gap_ev": 8.685}

No. 2
{"formula": "C5H11NOS", "method": "the ωB97M-V functional and the def2-TZVPD basis", "species": ["H", "O", "C", "C", "C", "H", "H", "S", "H", "H", "H", "H", "H", "C", "H", "C", "H", "H", "N"], "positions_angstrom": [[-1.3230, -1.2144, -1.8413], [-1.3426, -2.0277, 1.5163], [0.9089, -1.5588, 0.9172], [0.2098, 1.2453, 1.1473], [-0.9087, 1.5269, -1.0659], [1.1839, 0.9923, 1.6306], [-0.1307, 2.1784, 1.6869], [0.8297, -1.1853, -2.4585], [-1.8776, 1.4288, -0.5245], [-0.1038, 0.4568, -0.9905], [1.3700, -0.8901, 0.2001], [1.2242, 1.9652, -0.7027], [1.5676, -1.7517, 1.7949], [0.3627, 1.4920, -0.3350], [-0.5596, -1.1533, -1.9912], [-0.5038, -1.0942, 1.3269], [0.8104, -2.5195, 0.3400], [-0.9290, 1.8750, -2.0691], [-0.7884, 0.2345, 1.4185]], "forces_ev_per_a": [[-2.4, -0.1, 0.5], [0.9, 1.7, 0.0], [0.0, -1.1, -0.1], [0.4, -1.6, 1.5], [2.1, 0.9, 2.5], [-0.1, 0.3, -0.6], [0.3, -0.5, -1.0], [2.5, 0.4, -1.0], [1.2, -0.7, -0.3], [0.3, -0.9, -0.7], [0.4, 0.2, 0.2], [1.1, -0.2, -1.2], [-0.4, 0.3, -0.5], [-5.1, 1.5, 0.3], [-0.2, 0.0, 0.3], [-0.5, -0.3, 0.0], [0.0, 0.9, 0.8], [0.2, -0.2, -0.8], [-0.7, -0.8, 0.1]], "lowdin_spin": [0.24, 0.00, 0.00, 0.00, 0.00, 0.00, 0.00, 0.62, 0.00, 0.00, 0.00, 0.00, 0.00, 0.01, 0.11, 0.00, 0.00, 0.00, 0.00], "s_squared": 0.7564, "total_charge": -1, "total_energy_ev": -19730.0561, "multiplicity": 2, "e_above_lowest_kj_mol": 508.77, "gap_ev": [5.811, 5.918]}